# 1
Entry from OMol25: 2 unconnected molecules or ions with the total composition C3H7BNO3 in a non-equilibrium geometry (the ωB97M-V functional and the def2-TZVPD basis).

The geometry in XYZ format:
```
15
Properties=species:S:1:pos:R:3:lowdin_charge:R:1
O -1.42953 2.07876 -2.52800 0.014
O 0.59215 -2.36124 1.93132 0.129
O -0.16786 0.79892 -4.20830 -0.186
N 0.11148 -0.80836 0.18654 0.207
C 0.78126 1.09705 -3.01149 -0.139
C -0.46956 1.62181 -3.06230 -0.674
C -0.36856 0.04471 2.51497 -0.013
B 0.08658 -1.16471 1.52758 -0.710
H -0.99434 -0.21537 3.30130 0.016
H -0.68092 0.79364 1.81030 0.045
H 0.30072 -1.51148 -0.47321 0.060
H 1.65426 1.64262 -3.53445 0.029
H 0.43481 -2.49529 2.85933 0.076
H 0.52664 0.47713 2.93055 0.046
H -0.37713 0.00181 -0.24414 0.099
```

Output
Relative energy (zero: lowest compared OMol25 entry of this formula, charge and spin) in kcal per mole: 79.6
2S+1: 1
Charge: -1
Largest force on an atom in eV Å⁻¹: 3.58

=====

# 2
Entry from OMol25: 2 unconnected molecules or ions with the total composition C3H7BO in a non-equilibrium geometry (the ωB97M-V functional and the def2-TZVPD basis).

The geometry in XYZ format:
```
12
Properties=species:S:1:pos:R:3:lowdin_charge:R:1
O 2.30914 -1.50682 -0.23089 -0.031
C -0.64013 2.30782 -0.52795 -0.009
C -0.82465 1.02381 -0.79374 -0.134
C -0.83147 -1.18056 1.06414 0.018
B -0.54386 -0.12994 0.11964 -0.070
H -0.61584 3.17852 -1.20125 0.070
H -1.16305 0.85244 -1.78765 0.079
H -0.14507 2.61507 0.43119 0.077
H 2.73545 -2.33247 -0.30650 0.012
H -0.34141 -1.37323 2.01440 0.016
H -1.56185 -1.92165 0.81393 0.010
H 1.62272 -1.53300 0.40469 -0.038
```

Output
SMILES: C=BC=C.O
Relative energy (zero: lowest compared OMol25 entry of this formula, charge and spin) in kcal per mole: 58.9
2S+1: 1
Charge: 0
Largest force on an atom in eV Å⁻¹: 3.23

=====

# 3
Entry from OMol25: C3H7BrO2 in the gas phase in a non-equilibrium geometry (the ωB97M-V functional and the def2-TZVPD basis).

The geometry in XYZ format:
```
13
Properties=species:S:1:pos:R:3:lowdin_charge:R:1
Br 2.01773 1.03605 -1.60988 0.722
O 0.38462 -1.28425 -1.38404 -0.101
O 1.55940 -0.52854 0.57218 0.012
C -1.43743 -0.11350 0.92895 -0.086
C -0.35509 0.70454 0.17243 -0.209
C 0.84525 -0.08884 -0.43405 -0.855
H -1.47639 -1.09958 0.67373 0.028
H -0.83381 1.27982 -0.73748 0.134
H -0.12231 1.52164 0.83543 0.097
H -1.17736 -0.22021 2.05255 0.110
H 0.57297 -0.83630 -2.23978 0.024
H 2.45932 -0.56863 0.28902 0.073
H -2.43692 0.19780 0.88096 0.050
```

Output
SMILES: CCC(O)(O)Br
Relative energy (zero: lowest compared OMol25 entry of this formula, charge and spin) in kcal per mole: 24.5
2S+1: 1
Charge: 0
Largest force on an atom in eV Å⁻¹: 3.99

=====

# 4
Entry from OMol25: 2 unconnected molecules or ions with the total composition C3H7BrO2 in a non-equilibrium geometry (the ωB97M-V functional and the def2-TZVPD basis).

The geometry in XYZ format:
```
13
Properties=species:S:1:pos:R:3:lowdin_charge:R:1
Br 0.27323 2.31069 1.14181 0.601
O -1.53737 0.61258 2.80938 -0.032
O -1.79760 0.69276 0.21692 0.082
C -0.65874 0.66483 0.39357 -0.732
C 0.31410 -0.16109 -0.46517 -0.303
C 0.45810 0.36821 -1.79236 -0.134
H -1.29599 1.16351 3.55891 0.061
H -2.34482 0.84472 2.89786 -0.064
H -0.01934 -1.18437 -0.39302 0.115
H 1.29177 -0.21926 0.12951 0.123
H 0.19232 1.39910 -2.08535 0.098
H 1.47073 0.05427 -2.10310 0.092
H -0.18954 -0.21844 -2.48178 0.093
```

Output
SMILES: CCC(=O)Br.O
Relative energy (zero: lowest compared OMol25 entry of this formula, charge and spin) in kcal per mole: 33.9
2S+1: 1
Charge: 0
Largest force on an atom in eV Å⁻¹: 9.92

=====

One value per record, in order, for orbital gap: 5.1, 8.5, 11.5, 10.6 eV.
One value per record, in order, for highest occupied orbital energy: -2.3, -8.4, -10.8, -9.9 eV.